1.
C23H42N2O2P | the ωB97M-V functional and the def2-TZVPD basis

Results
HOMO	-0.3939	Ha
LUMO energy	-2.790	eV
net charge	+1

Geometry as XYZ:
```
70
C23H42N2O2P the ωB97M-V functional and the def2-TZVPD basis
C 2.092 -1.250 0.850
C 2.616 -1.198 -0.672
C 1.471 -0.851 -1.733
C 0.653 0.489 -1.424
C -0.903 0.418 -1.830
C -1.739 1.122 -0.640
C -3.339 1.028 -0.798
C -4.030 -0.326 -0.296
C -3.200 -1.606 -0.162
C -4.075 -2.773 0.289
C -5.549 -2.558 0.539
N -6.347 -1.394 0.472
C -5.498 -0.346 0.050
N -3.936 2.341 -0.403
C -2.964 3.350 -1.000
C -1.524 2.745 -0.555
P -0.749 3.451 1.040
C 1.148 3.610 0.810
C -0.935 2.244 2.483
C -2.436 2.062 3.015
H 1.133 -1.863 0.926
H 2.845 -1.702 1.573
H 1.917 -0.169 1.213
H 3.532 -0.515 -0.775
H 2.974 -2.267 -0.914
H 0.799 -1.776 -1.830
H 2.002 -0.690 -2.742
H 1.123 1.361 -2.003
H 0.696 0.754 -0.318
H -1.260 -0.647 -2.051
H -1.013 0.988 -2.825
H -1.393 0.592 0.315
H -3.478 0.971 -1.927
H -2.092 -1.684 -0.372
H -3.616 -3.803 0.434
H -6.138 -3.498 0.838
H -6.034 0.669 -0.043
H -4.117 2.550 0.593
H -4.793 2.543 -0.941
H -3.164 4.451 -0.810
H -2.896 3.208 -2.140
H -0.690 2.941 -1.324
H 1.521 2.627 0.355
H 1.647 3.721 1.826
H 1.391 4.473 0.100
H -0.426 1.249 2.196
H -0.328 2.691 3.354
H -2.482 2.279 4.138
H -3.176 2.785 2.518
H -2.752 0.978 2.855
C 6.075 2.898 -1.295
C 4.732 2.316 -1.645
O 3.872 2.156 -0.797
C 4.493 1.939 -3.083
H 6.106 3.121 -0.227
H 6.863 2.178 -1.525
H 6.235 3.824 -1.851
H 5.211 1.177 -3.392
H 4.583 2.823 -3.718
H 3.484 1.533 -3.188
C 0.404 -5.240 1.915
C 1.876 -5.294 1.596
O 2.449 -4.343 1.099
C 2.608 -6.569 1.916
H 0.008 -4.263 1.632
H -0.126 -6.010 1.351
H 0.251 -5.384 2.986
H 2.175 -7.398 1.352
H 2.552 -6.771 2.987
H 3.657 -6.464 1.634
```

=====

2.
C2H2INO3 | the ωB97M-V functional and the def2-TZVPD basis

Results
HOMO	-0.3178	Ha
LUMO energy	0.242	eV
net charge	0
energy above the lowest of the compared OMol25 structures with the same formula, charge and spin	5.438	eV

Geometry as XYZ:
```
9
C2H2INO3 the ωB97M-V functional and the def2-TZVPD basis
C 1.071 -0.177 0.448
C -1.593 1.267 0.547
N 1.496 -1.191 -0.018
O 0.965 0.910 0.840
O -1.313 2.097 -0.408
O 0.972 -2.408 -0.362
I -2.472 -0.460 -0.280
H -0.848 2.879 -0.063
H 1.722 -2.917 -0.704
```

=====

3.
C12H18FNO6 | the ωB97M-V functional and the def2-TZVPD basis

Results
HOMO	-0.2314	Ha
LUMO energy	-2.109	eV
net charge	0

Geometry as XYZ:
```
38
C12H18FNO6 the ωB97M-V functional and the def2-TZVPD basis
C -1.948 3.556 1.064
C -2.566 2.810 2.325
O -2.998 1.452 2.025
C -1.900 0.763 1.391
C -2.055 -0.817 1.569
O -1.495 -1.559 0.464
C -0.120 -1.559 0.457
N 0.652 -1.601 1.625
C 2.064 -1.611 1.590
O 2.787 -1.613 2.781
C 2.784 -1.621 0.340
C 2.025 -1.577 -0.965
C 2.874 -1.604 -2.245
O 4.065 -1.426 -2.100
O 2.413 -1.855 -3.532
C 0.537 -1.535 -0.872
C -0.370 -1.473 -2.147
O -0.019 -0.460 -3.084
C -0.164 0.858 -2.547
H -1.998 4.673 1.136
H -2.488 3.170 0.148
H -0.867 3.279 0.924
H -3.431 3.416 2.697
H -1.791 2.708 3.151
H -0.895 1.103 1.762
H -2.043 0.936 0.278
H -1.729 -1.168 2.587
H -3.172 -0.998 1.531
H 0.232 -1.626 2.555
H 2.964 -0.674 3.010
H 3.898 -1.661 0.299
H 1.647 -2.456 -3.539
H -1.472 -1.366 -1.922
H -0.270 -2.460 -2.698
H -1.261 1.132 -2.423
H 0.280 1.560 -3.315
H 0.417 1.040 -1.598
F 5.411 0.263 -2.723
```

=====

4.
C4H7ClN2 | the ωB97M-V functional and the def2-TZVPD basis

Results
structure (SMILES)	C[C@H](Cl)C1(C)N=N1
HOMO	-0.3578	Ha
LUMO energy	0.739	eV
net charge	0
energy above the lowest of the compared OMol25 structures with the same formula, charge and spin	3.126	eV

Geometry as XYZ:
```
14
C4H7ClN2 the ωB97M-V functional and the def2-TZVPD basis
C 0.866 -1.099 -0.962
C 0.627 0.353 -0.695
Cl 2.059 1.268 0.189
C -0.623 0.569 0.043
C -0.735 -0.047 1.501
N -1.392 1.845 -0.037
N -1.918 0.945 -0.583
H 0.117 -1.324 -1.802
H 0.774 -1.867 -0.158
H 1.879 -1.177 -1.473
H 0.734 0.976 -1.585
H -1.804 -0.353 1.694
H -0.521 0.859 2.071
H -0.063 -0.946 1.796
```